[1]
Molecular formula: C7H5N3S
Method: DFT, ωB97M-V with the def2-TZVPD basis set

Each line ends with the Löwdin charge.
Positions of all 16 atoms, in Å:
C -2.28418 1.71373 0.14694  -0.333
C -2.34688 -0.88624 -0.32841  -0.342
C 0.41880 -1.83684 0.59378  -0.127
C 1.73412 -1.91982 0.34661  -0.439
C 0.09141 -0.46440 0.32592  -0.128
C -2.32656 0.40945 -0.07053  0.043
C 0.93380 1.63842 -0.42059  -0.117
N -2.18754 2.84707 0.29123  0.162
N -2.36960 -2.05944 -0.45300  0.146
N 1.01447 0.26528 -0.12965  -0.442
S 2.54184 -0.58676 -0.29742  1.049
H -0.28123 -2.49526 1.08350  0.103
H 2.53008 -2.74470 0.42791  0.098
H 1.63906 1.87042 -1.30634  0.108
H -0.20777 1.98606 -0.71286  0.111
H 1.10019 2.26303 0.50291  0.107

Forces on the atoms, in the same order (eV/Å):
C -0.519 -2.272 -0.544
C -0.970 -1.858 -0.090
C 0.149 1.823 0.293
C 3.143 -2.851 -0.195
C -3.025 -0.319 0.849
C 1.521 -0.447 0.399
C -1.911 3.665 -1.566
N 0.109 2.804 0.499
N -0.172 0.994 -0.176
N 1.517 -0.602 -0.474
S -0.736 0.615 0.133
H 0.227 -0.339 -0.324
H -1.824 0.711 0.181
H -1.122 -0.041 1.661
H 3.191 -1.275 0.411
H 0.421 -0.608 -1.057

gap between HOMO and LUMO (spin up / spin down): 0.2324 / 0.2336 Eh
LUMO energy (spin up / spin down): -2.1180 / -1.9933 eV
multiplicity: 1
relative energy (zero: lowest compared OMol25 entry of this formula, charge and spin): 6.3010 eV



[2]
Molecular formula: C7H5N4O2
Method: DFT, ωB97M-V with the def2-TZVPD basis set

Each line ends with the Löwdin charge.
Positions of all 18 atoms, in Å:
O -5.01586 0.98886 -0.21282  0.324
C -4.22600 0.20275 -0.03644  -0.429
O -3.64452 -0.95160 0.07718  0.196
N -2.75581 0.24099 0.13663  0.166
C -1.39522 0.08855 0.10644  -0.230
C -0.52611 1.17405 0.03620  0.068
N 0.72338 0.58975 -0.01092  0.015
C 1.96572 1.10366 -0.01469  0.047
C 3.05926 0.22798 0.00109  0.051
C 2.76419 -1.16487 -0.04171  -0.042
N 1.52545 -1.64041 -0.09829  0.186
C 0.57334 -0.77302 0.00536  -0.269
N -0.75789 -1.09133 0.08405  0.253
H -0.49771 2.24722 0.18794  0.148
H 1.92016 2.12258 0.05294  0.118
H 4.13174 0.39114 -0.01791  0.126
H 3.47228 -1.86559 -0.08736  0.084
H -1.31641 -1.89071 -0.16768  0.189

Forces on the atoms, in the same order (eV/Å):
O -2.844 0.916 -0.259
C 3.859 0.021 -0.120
O -1.146 -1.758 0.088
N 1.331 0.447 0.655
C -2.305 3.262 -0.432
C 0.322 -0.220 0.433
N -0.218 -2.239 0.293
C 1.340 -2.532 0.261
C -1.126 -1.089 -0.229
C -3.096 3.231 -0.297
N 0.695 -0.360 0.536
C 0.055 -0.939 -0.661
N -0.014 1.199 -0.152
H -1.013 -0.302 -0.147
H 0.747 2.566 -0.043
H -0.377 1.083 0.127
H 2.972 -2.459 -0.118
H 0.817 -0.826 0.066

gap between HOMO and LUMO: 0.3078 Eh
structure (SMILES): O=C1ON1c1cn2cccnc2[nH+]1
LUMO energy: -4.2543 eV
multiplicity: 1
net charge: +1
relative energy (zero: lowest compared OMol25 entry of this formula, charge and spin): 0.8418 eV



[3]
Molecular formula: C7H5NO2
Method: DFT, ωB97M-V with the def2-TZVPD basis set

Each line ends with the Löwdin charge.
Positions of all 15 atoms, in Å:
C -3.14535 -0.03960 0.02509  -0.186
C -1.29607 0.17140 -0.96900  0.089
C -1.00310 -0.47417 0.20938  -0.272
C 2.05232 0.41309 -0.18930  0.044
C 1.39827 -0.82853 -0.25567  -0.424
C 2.64408 1.53607 -0.34842  0.025
C 0.26249 -0.92939 0.82213  -0.033
N -2.62554 0.42173 -1.04695  0.066
O 1.60302 -1.78851 -0.97891  0.106
O -2.20972 -0.65130 0.81475  0.062
H -4.22064 0.07707 0.13893  0.138
H 2.81267 2.26806 0.45423  0.073
H 3.00628 1.90862 -1.34640  0.093
H 0.39934 -0.17857 1.57244  0.122
H 0.32195 -1.90598 1.09772  0.098

Forces on the atoms, in the same order (eV/Å):
C 0.604 -0.173 -0.673
C -0.453 -0.526 1.276
C -0.687 0.160 -2.494
C 0.558 -0.384 -0.197
C -1.518 -0.787 0.531
C 0.729 1.674 -0.904
C 0.033 2.945 -2.216
N 1.048 0.717 -1.146
O 0.551 0.661 0.365
O -1.249 0.126 1.184
H 0.423 -0.715 1.136
H 0.195 -0.491 -0.017
H -0.617 -0.360 0.703
H 0.730 -0.127 1.127
H -0.347 -2.719 1.325

gap between HOMO and LUMO (spin up / spin down): 0.3139 / 0.2829 Eh
LUMO energy (spin up / spin down): -0.9253 / -1.0285 eV
multiplicity: 1
relative energy (zero: lowest compared OMol25 entry of this formula, charge and spin): 6.2728 eV



[4]
Molecular formula: C7H6Br2FNO3
Method: DFT, ωB97M-V with the def2-TZVPD basis set

Each line ends with the Löwdin charge.
Positions of all 20 atoms, in Å:
C -0.66064 2.69903 1.50499  0.015
O -1.63502 1.64387 1.00833  -0.086
C -1.00861 0.71559 0.24011  -0.421
C -1.62631 -0.48460 -0.13749  -0.573
Br -3.23104 -0.91629 0.76801  0.787
C -1.15259 -1.47899 -1.17853  -0.123
C 0.30049 -2.01189 -1.16122  -0.174
F 0.17204 -3.33942 -1.63706  -0.006
C 1.53262 -1.60294 -1.00385  -0.081
C 1.99613 -0.36032 -0.42386  -0.463
Br 3.86841 -0.64821 0.29910  0.730
N 1.41548 0.62141 0.15014  -0.265
O 1.75142 1.24702 1.11588  0.000
O 0.12651 1.09299 -0.38571  0.053
H -0.16723 2.34425 2.57284  0.145
H -1.33107 3.48441 1.67439  0.066
H 0.24176 2.71972 0.90808  0.057
H -1.36742 -0.91755 -2.09246  0.139
H -1.57825 -2.43796 -1.16235  0.087
H 2.35331 -2.37011 -1.05936  0.112

Forces on the atoms, in the same order (eV/Å):
C 0.580 -3.465 3.030
O 2.595 0.342 -0.090
C -2.521 -2.777 -0.496
C 1.354 1.823 1.872
Br 0.059 -0.020 -0.170
C 2.202 1.884 0.453
C -2.225 -1.276 -1.623
F 0.598 1.422 0.658
C 1.423 -0.315 0.319
C 2.499 -1.518 0.611
Br -1.688 0.527 -0.629
N -1.492 0.057 0.533
O 1.140 1.153 1.067
O 0.717 -0.614 -1.853
H -1.676 0.698 -2.425
H -0.232 1.590 -0.086
H -0.660 0.954 -0.430
H 0.301 -0.748 -0.542
H -1.838 -0.649 0.169
H -1.139 0.931 -0.367

gap between HOMO and LUMO: 0.2955 Eh
structure (SMILES): CO/C1=C(\Br)C/C(F)=C\C(Br)=[N+](\[O-])O1
LUMO energy: -0.6258 eV
multiplicity: 1
relative energy (zero: lowest compared OMol25 entry of this formula, charge and spin): 3.8203 eV



[5]
Molecular formula: C7H6BrNS
Method: DFT, ωB97M-V with the def2-TZVPD basis set

Each line ends with the Löwdin charge.
Positions of all 16 atoms, in Å:
C -0.37472 -1.93139 0.83846  -0.084
C 0.69308 -2.17974 -0.00412  -0.076
C -0.99144 -0.68959 0.90205  -0.029
C 1.17860 -1.15847 -0.82189  -0.058
C -0.52416 0.35705 0.10266  -0.307
C 0.51778 0.01404 -0.69912  -0.001
C -1.06065 1.75329 0.16666  -0.398
N 0.97936 2.14911 -1.57011  -0.873
S -0.54100 2.65684 -1.35553  0.735
Br 2.31853 2.66235 -0.30900  0.489
H -0.74161 -2.72007 1.47684  0.105
H 1.16065 -3.15265 -0.03980  0.108
H -1.81467 -0.52491 1.58168  0.117
H 2.00818 -1.30725 -1.49015  0.116
H -2.14854 1.79275 0.18489  0.081
H -0.65937 2.27863 1.03646  0.076

Forces on the atoms, in the same order (eV/Å):
C -0.248 -0.147 0.258
C 0.078 0.104 -0.140
C 0.171 0.029 -0.147
C 0.186 -0.210 -0.028
C -0.004 -0.046 -0.101
C 0.334 2.438 -0.825
C 0.157 0.674 -0.368
N 0.476 -2.854 0.261
S -0.938 0.085 0.729
Br -0.137 0.194 0.219
H -0.031 -0.118 0.043
H -0.014 -0.079 0.012
H -0.073 0.024 0.071
H 0.148 0.028 -0.110
H -0.043 -0.036 0.104
H -0.063 -0.086 0.021

gap between HOMO and LUMO (spin up / spin down): 0.2761 / 0.2938 Eh
LUMO energy (spin up / spin down): -0.9780 / -0.5257 eV
multiplicity: 1
relative energy (zero: lowest compared OMol25 entry of this formula, charge and spin): 2.9733 eV



[6]
Molecular formula: C7H6ClN3S
Method: DFT, ωB97M-V with the def2-TZVPD basis set

Each line ends with the Löwdin charge.
Positions of all 18 atoms, in Å:
C -2.23111 1.34683 -0.12755  -0.047
C -0.90274 1.05636 0.10970  -0.016
C -3.11423 0.28796 -0.29293  -0.136
C -1.47181 -1.25978 -0.00653  -0.089
C -0.49197 -0.28070 0.16644  -0.153
C 1.77210 -1.27675 -0.54209  -0.172
C 0.93510 -0.54558 0.33030  -0.285
N -2.74111 -0.97937 -0.22721  0.069
N 3.03462 -0.92072 -0.54060  -0.295
N 1.71683 0.21589 1.09381  -0.119
S 3.47549 0.20264 0.48954  0.694
Cl 5.37501 0.89154 -0.49035  -0.131
H -2.57115 2.37015 -0.19619  0.107
H -0.17569 1.85258 0.20722  0.117
H -4.16137 0.46240 -0.49659  0.108
H -1.22302 -2.31278 0.04418  0.121
H 1.43416 -2.02126 -1.24534  0.119
H 1.34089 0.91060 1.72418  0.108

Forces on the atoms, in the same order (eV/Å):
C -0.026 -0.042 0.038
C -0.010 -0.234 -0.037
C 0.059 0.271 -0.010
C 0.555 0.055 0.080
C -0.624 0.235 0.022
C -0.126 -0.075 0.062
C 1.023 0.852 0.271
N -0.411 -0.327 -0.060
N 0.211 -0.329 -0.343
N -0.380 -0.875 -0.481
S -0.293 0.714 0.847
Cl 0.146 -0.318 -0.305
H -0.037 0.005 -0.001
H 0.001 0.013 -0.008
H -0.096 0.070 0.004
H 0.121 -0.053 0.005
H -0.059 0.016 -0.104
H -0.054 0.023 0.020

gap between HOMO and LUMO (spin up / spin down): 0.2917 / 0.2917 Eh
LUMO energy (spin up / spin down): -0.8797 / -0.8797 eV
multiplicity: 1
relative energy (zero: lowest compared OMol25 entry of this formula, charge and spin): 0.0000 eV



[7]
Molecular formula: C7H6ClN4S
Method: DFT, ωB97M-V with the def2-TZVPD basis set

Each line ends with the Löwdin charge.
Positions of all 19 atoms, in Å:
C -0.53978 1.10440 -0.01811  -0.111
C -0.27316 0.06886 0.82877  -0.124
C -1.60906 1.02413 -0.88538  -0.103
C -0.90560 -1.10126 0.72808  -0.135
C 2.58203 -1.42377 0.16505  -0.935
C -2.21383 -0.25106 -1.06956  -0.131
C -1.98219 -1.28925 -0.17161  -0.638
N 1.15112 -2.96116 0.27682  -0.132
N 2.44389 -1.68845 1.44836  -0.066
N 1.55007 -2.69154 1.47210  -0.145
N 1.77611 -2.12682 -0.59376  -0.051
S 3.45415 -0.01836 -0.48010  0.692
Cl -2.83186 -2.79611 -0.42134  0.616
H -0.18029 2.14185 0.03025  0.105
H 0.61569 0.07057 1.44399  0.096
H -1.79978 1.74997 -1.71597  0.107
H -0.64551 -1.97953 1.31560  0.078
H -2.97924 -0.24525 -1.79908  0.074
H 4.34507 -0.05317 0.46410  -0.197

Forces on the atoms, in the same order (eV/Å):
C -1.593 2.865 -0.521
C 2.341 0.785 0.542
C 0.216 -1.949 -1.970
C -2.881 -3.398 -0.050
C -0.448 0.953 -0.314
C -0.288 1.353 1.348
C 1.129 1.370 -1.004
N 0.422 0.327 -0.893
N 0.321 -0.242 0.913
N 0.381 -0.034 0.624
N -0.343 -1.080 -0.632
S -0.720 -0.374 -0.658
Cl 0.290 0.215 0.382
H 0.861 -0.781 0.414
H -0.072 0.289 0.344
H 0.120 -0.293 1.256
H 0.092 0.557 0.097
H -0.715 -0.684 -0.717
H 0.888 0.121 0.838

gap between HOMO and LUMO: 0.2963 Eh
LUMO energy: 3.1786 eV
multiplicity: 1
net charge: -1



[8]
Molecular formula: C7H6F3N7O14
Method: DFT, ωB97M-V with the def2-TZVPD basis set

Each line ends with the Löwdin charge.
Positions of all 37 atoms, in Å:
O -1.26931 -1.12226 0.79489  0.157
O -4.60276 1.91643 2.08210  0.114
O -2.21734 0.47070 3.21031  0.115
O -1.13838 -1.37435 -3.14355  0.112
O 1.59059 2.05842 -3.61296  0.102
O 2.63036 -4.16960 1.15267  0.091
O 2.25567 0.22570 2.05153  0.148
O -3.91195 3.95540 1.57017  0.150
O -1.37280 2.40324 3.57014  0.156
O -1.35310 0.74973 -3.37132  0.087
O 2.05270 0.20914 -4.83411  0.115
O 3.43826 -3.01699 2.82533  0.113
O 3.66295 -0.73255 0.62471  0.101
F -1.53855 3.19504 1.13485  0.124
F 1.42389 -1.31371 -3.16378  0.092
F 0.77867 -1.82251 2.43410  0.111
O -0.97648 0.95239 -0.02512  0.054
C -0.64981 -0.35266 0.16116  -0.552
N 0.50180 -0.79122 -0.47042  0.044
N -3.70477 2.73690 1.71836  -0.266
N -1.95576 1.63911 2.86291  -0.274
N -0.59278 -0.23653 -3.10030  -0.221
N 1.64313 0.79847 -3.78101  -0.218
N 2.66701 -3.11648 1.83773  -0.239
N 2.63330 -0.67793 1.31888  -0.292
C -2.35707 1.22531 0.33813  -0.026
C 1.20598 0.15530 -1.34855  -0.037
C 1.16101 -2.11917 0.02801  0.011
C -2.41097 2.19395 1.50125  -0.321
C 0.87363 -0.10413 -2.83248  -0.288
C 1.72786 -1.95410 1.39477  -0.245
H -3.09258 0.36649 0.56559  0.180
H -2.87924 1.74719 -0.48604  0.162
H 2.29754 0.08023 -1.25649  0.137
H 1.07169 1.26045 -1.27765  0.156
H 0.40375 -2.97349 0.18905  0.179
H 2.00381 -2.46190 -0.66284  0.167

Forces on the atoms, in the same order (eV/Å):
O -1.726 -1.156 1.385
O 2.731 1.679 -1.118
O -0.032 2.120 -1.954
O 3.105 2.249 0.858
O 0.466 -4.201 0.170
O -0.677 2.955 1.079
O 0.785 -0.928 -1.593
O 1.035 -2.774 0.126
O 0.315 1.099 -0.224
O 3.705 -1.358 1.305
O -0.901 2.333 3.744
O -2.798 0.975 -2.647
O -2.389 -0.040 1.023
F -0.965 -0.691 1.134
F -0.974 0.198 0.652
F 2.430 -0.150 -2.439
O -1.354 -0.269 0.048
C 0.922 -0.634 -0.415
N 1.621 0.585 -0.085
N -5.808 1.884 1.203
N -0.018 -2.770 1.994
N -6.439 -0.345 -2.534
N -0.773 2.633 -4.365
N 2.557 -3.098 0.807
N 0.932 0.585 1.935
C -2.100 -0.973 -0.061
C 0.448 0.711 -0.871
C -1.478 -0.603 -1.178
C 3.708 0.104 -1.422
C 2.391 -2.562 0.723
C -0.019 0.817 2.241
H 1.975 0.698 -0.230
H 0.795 -0.033 0.082
H -0.210 -0.431 -0.173
H -0.680 -0.850 1.018
H 0.830 1.540 -0.984
H -1.409 0.700 0.765

gap between HOMO and LUMO: 0.3444 Eh
LUMO energy: -2.3826 eV
multiplicity: 1
relative energy (zero: lowest compared OMol25 entry of this formula, charge and spin): 1.6918 eV



[9]
Molecular formula: C7H6LuN2O4S
Method: DFT, ωB97M-V with the def2-TZVPD basis set

Each line ends with the Löwdin charge.
Positions of all 21 atoms, in Å:
O 0.12283 2.89669 -0.59174  0.312
C 0.07533 1.77263 -0.36206  -0.202
Lu 0.00000 0.00000 0.00000  0.917
O 1.37808 -0.58043 -2.55442  0.323
C 0.84181 -0.35468 -1.56055  -0.271
C -1.80518 0.08850 0.05440  -0.145
O -2.95493 0.14517 0.08893  0.341
C -0.07553 -1.77275 0.36196  -0.259
O -0.12313 -2.89683 0.59148  0.308
S 2.52163 -0.32178 0.64454  0.967
C 2.40799 0.47952 2.05321  -0.701
N 3.36742 1.38336 2.51298  0.227
C 2.99851 1.83486 3.83181  -0.021
C 1.64523 1.13647 4.13448  -0.063
N 1.38729 0.29879 2.98902  0.110
H 4.22643 1.65131 2.01072  0.221
H 2.89264 2.94026 3.84707  0.197
H 3.77932 1.51414 4.55508  0.204
H 0.82675 1.88107 4.23416  0.176
H 1.71738 0.51878 5.05485  0.183
H 0.56992 -0.31737 2.87398  0.178

Forces on the atoms, in the same order (eV/Å):
O 0.040 -2.628 0.637
C 0.068 18.005 -4.346
Lu 8.996 2.078 10.574
O -1.523 0.660 2.942
C 7.461 -3.277 -14.620
C -18.649 0.816 0.962
O 3.817 -0.159 -0.161
C -1.652 -18.303 3.034
O 0.297 2.705 -0.463
S 0.950 -0.671 -1.108
C -1.129 -0.541 1.099
N -1.784 -0.572 1.512
C -0.753 -0.413 -0.276
C -0.032 0.515 0.690
N 2.562 1.547 -1.033
H -0.181 -0.179 -0.058
H 0.444 -0.141 0.196
H 0.109 0.419 -0.052
H 0.338 -0.305 0.351
H -0.238 0.349 -0.235
H 0.860 0.094 0.358

gap between HOMO and LUMO (spin up / spin down): 0.2754 / 0.1634 Eh
LUMO energy (spin up / spin down): -14.7267 / -16.3187 eV
multiplicity: 1
net charge: +3
relative energy (zero: lowest compared OMol25 entry of this formula, charge and spin): 16.2709 eV



[10]
Molecular formula: C7H6N2
Method: DFT, ωB97M-V with the def2-TZVPD basis set

Each line ends with the Löwdin charge.
Positions of all 15 atoms, in Å:
C -2.03733 -0.91843 -0.04491  -0.080
C -1.15443 -1.09927 0.96166  -0.027
C 0.09015 -0.36525 0.67270  -0.254
N 1.20899 -0.20466 1.42522  0.111
C 2.34130 0.47044 0.78460  -0.065
C 2.13252 1.05354 -0.48975  -0.124
N 0.88474 1.08124 -1.13673  0.121
C -0.06917 0.26207 -0.56863  -0.204
C -1.52805 0.13904 -0.95138  -0.131
H -2.99807 -1.46357 -0.17169  0.123
H -1.37225 -1.69785 1.85173  0.111
H 3.32110 0.34371 1.23644  0.089
H 3.04326 1.50778 -0.82250  0.080
H -1.71401 -0.16031 -1.94832  0.102
H -2.14877 1.05152 -0.79842  0.147

Forces on the atoms, in the same order (eV/Å):
C 0.167 -0.419 1.370
C -0.699 -0.568 0.431
C 2.076 0.666 1.146
N 1.646 0.504 -1.916
C -4.829 -1.892 -0.750
C -1.684 -1.193 1.947
N 0.457 -1.836 1.703
C 1.529 3.012 -0.786
C -0.249 0.132 -0.488
H 0.800 0.750 0.221
H 0.489 0.105 -0.411
H -0.381 0.391 0.223
H -0.214 0.646 -1.242
H 0.136 -0.053 -1.435
H 0.758 -0.243 -0.012

gap between HOMO and LUMO: 0.3340 Eh
structure (SMILES): C1=Cc2nccnc2C1
LUMO energy: 0.0411 eV
multiplicity: 1
relative energy (zero: lowest compared OMol25 entry of this formula, charge and spin): 1.5765 eV